Record 1
A cluster of 4 separate species, C24H29BN3O9 in total in a non-equilibrium geometry. Source: the Open Molecules 2025 dataset; level of theory: ωB97M-V/def2-TZVPD.

Geometry as XYZ:
```
66
Properties=species:S:1:pos:R:3:nbo_charge:R:1
C 5.682 1.082 -3.821 -0.255
O 6.551 1.861 -4.628 -0.563
C 5.860 2.868 -5.375 -0.074
C 5.353 4.049 -4.556 -0.420
C 3.941 3.895 -3.959 -0.696
B 2.745 3.592 -5.029 0.632
O 1.420 3.615 -4.278 -0.731
C 1.272 2.304 -3.861 -0.080
C 1.576 1.534 -5.160 -0.077
O 2.744 2.191 -5.599 -0.766
H 4.754 0.851 -4.341 0.194
H 6.198 0.148 -3.588 0.159
H 5.477 1.589 -2.880 0.164
H 6.611 3.243 -6.075 0.158
H 5.070 2.406 -5.968 0.200
H 5.418 4.970 -5.131 0.193
H 6.071 4.174 -3.736 0.180
H 3.693 4.853 -3.491 0.195
H 3.954 3.179 -3.141 0.183
H 2.651 4.395 -5.956 -0.148
H 0.300 2.067 -3.414 0.134
H 2.052 1.955 -3.177 0.146
H 1.767 0.467 -5.017 0.140
H 0.793 1.740 -5.901 0.136
C -2.932 0.413 1.159 -0.196
C -2.602 0.436 -0.189 -0.234
C -1.280 0.577 -0.580 -0.136
C -0.306 0.692 0.393 0.009
C -0.615 0.682 1.741 -0.193
C -1.940 0.539 2.123 -0.214
N 1.099 0.817 -0.026 0.527
O 1.316 0.823 -1.217 -0.338
O 1.945 0.898 0.849 -0.392
H -3.964 0.290 1.460 0.223
H -3.376 0.338 -0.939 0.219
H -1.016 0.597 -1.628 0.251
H 0.162 0.778 2.484 0.247
H -2.197 0.519 3.174 0.220
C -2.683 -5.606 -1.291 -0.173
C -1.854 -5.499 -0.183 -0.206
C -2.164 -4.611 0.834 -0.205
C -3.309 -3.843 0.722 0.084
C -4.144 -3.931 -0.378 -0.207
C -3.824 -4.820 -1.390 -0.207
N -3.649 -2.909 1.801 0.525
O -2.885 -2.825 2.745 -0.393
O -4.669 -2.255 1.689 -0.378
H -2.438 -6.302 -2.082 0.222
H -0.964 -6.108 -0.110 0.225
H -1.521 -4.521 1.696 0.248
H -5.029 -3.317 -0.449 0.248
H -4.465 -4.901 -2.256 0.224
C -1.875 -1.948 5.630 -0.178
C -1.057 -1.811 6.745 -0.211
C -1.384 -0.906 7.742 -0.214
C -2.535 -0.152 7.607 0.080
C -3.359 -0.270 6.501 -0.217
C -3.022 -1.175 5.507 -0.206
N -2.899 0.793 8.672 0.519
O -2.147 0.889 9.625 -0.381
O -3.933 1.421 8.543 -0.378
H -1.620 -2.657 4.856 0.231
H -0.163 -2.411 6.838 0.220
H -0.752 -0.796 8.610 0.246
H -4.251 0.331 6.412 0.247
H -3.653 -1.285 4.636 0.238
```

Computed properties:
net charge	-1
HOMO level	-3.80	eV
M	514.3	u
energy relative to the best compared isomer or geometry (same formula, charge and spin)	59.2	kJ/mol

Record 2
A cluster of 11 separate species, C51H119N5O11 in total in a non-equilibrium geometry. Source: the Open Molecules 2025 dataset; level of theory: ωB97M-V/def2-TZVPD.

Geometry as XYZ:
```
186
Properties=species:S:1:pos:R:3:lowdin_charge:R:1
C -1.754 -6.301 -2.683 -0.011
C -0.799 -6.504 -3.841 -0.573
C -0.966 -5.386 -4.892 -0.148
C -0.315 -4.058 -4.531 -0.197
C 1.135 -4.363 -4.464 -0.149
C 1.645 -5.501 -3.530 -0.427
N 0.576 -6.624 -3.538 -0.094
O 0.882 -7.758 -2.701 -0.013
C 2.984 -6.097 -3.952 -0.022
C 1.654 -4.980 -2.084 -0.031
C -1.243 -7.700 -4.632 -0.055
H -1.467 -7.073 -1.968 0.086
H -2.808 -6.479 -2.894 0.084
H -1.579 -5.298 -2.294 0.064
H -0.505 -5.598 -5.857 0.120
H -1.987 -5.114 -5.158 0.122
H -0.659 -3.858 -3.516 0.083
H -0.711 -3.244 -5.139 0.124
H 1.423 -3.424 -3.992 0.104
H 1.762 -4.205 -5.341 0.122
H 3.075 -7.030 -3.396 0.081
H 2.965 -6.384 -5.003 0.084
H 3.732 -5.313 -3.833 0.088
H 0.848 -4.302 -1.806 0.045
H 1.525 -5.690 -1.267 0.088
H 2.503 -4.300 -2.000 0.081
H -1.015 -8.620 -4.094 0.078
H -0.645 -7.798 -5.538 0.092
H -2.308 -7.783 -4.848 0.094
H 0.916 -8.412 -3.402 0.089
C -0.033 0.478 1.753 -0.018
C -0.222 -0.247 0.378 -0.478
C -0.422 -1.744 0.874 -0.103
C -1.051 -2.697 -0.188 -0.165
C -2.468 -2.177 -0.473 -0.128
C -2.460 -0.631 -0.955 -0.401
N -1.514 0.187 -0.123 -0.125
O -1.574 1.558 -0.438 -0.020
C -1.941 -0.615 -2.432 -0.020
C -3.966 -0.168 -0.843 -0.024
C 0.930 -0.069 -0.554 -0.023
H -0.091 1.560 1.632 0.054
H 0.971 0.183 2.058 0.075
H -0.793 0.268 2.506 0.065
H 0.518 -2.227 1.143 0.106
H -0.909 -1.866 1.841 0.104
H -1.221 -3.664 0.284 0.114
H -0.533 -2.762 -1.145 0.078
H -3.052 -2.341 0.432 0.102
H -3.058 -2.705 -1.222 0.103
H -2.653 -1.190 -3.023 0.076
H -1.822 0.430 -2.717 0.076
H -0.999 -1.144 -2.578 0.057
H -4.621 -0.926 -1.272 0.072
H -4.332 -0.013 0.172 0.049
H -4.247 0.808 -1.237 0.060
H 1.111 0.986 -0.758 0.076
H 0.938 -0.575 -1.520 0.082
H 1.859 -0.434 -0.117 0.075
H -2.306 1.829 0.121 0.077
C 4.141 2.102 -3.460 -0.045
C 5.353 1.389 -2.892 -0.524
C 6.579 2.335 -2.988 -0.136
C 6.420 3.618 -2.153 -0.160
C 6.286 3.232 -0.629 -0.101
C 5.336 1.986 -0.333 -0.437
N 5.270 1.038 -1.490 -0.081
O 4.480 -0.167 -1.122 -0.028
C 6.044 1.239 0.835 -0.027
C 3.879 2.372 -0.076 -0.037
C 5.695 0.144 -3.744 -0.031
H 3.733 2.927 -2.876 0.055
H 3.432 1.294 -3.641 0.082
H 4.301 2.453 -4.480 0.096
H 7.451 1.894 -2.506 0.117
H 6.884 2.489 -4.024 0.120
H 5.469 4.095 -2.391 0.089
H 7.078 4.463 -2.357 0.107
H 5.846 4.068 -0.086 0.101
H 7.277 3.184 -0.177 0.105
H 5.277 0.543 1.175 0.055
H 6.955 0.778 0.455 0.092
H 6.347 1.886 1.658 0.084
H 3.749 3.320 0.447 0.072
H 3.219 2.564 -0.922 0.059
H 3.121 1.718 0.354 0.058
H 6.604 -0.310 -3.347 0.084
H 5.921 0.286 -4.801 0.087
H 4.930 -0.626 -3.647 0.073
H 5.109 -0.812 -0.790 0.087
C 0.403 6.153 2.859 -0.038
C -1.035 5.932 2.768 -0.476
C -1.711 6.568 3.978 -0.104
C -3.290 6.595 3.996 -0.138
C -3.841 7.238 2.742 -0.173
C -3.097 6.839 1.501 -0.412
N -1.620 6.650 1.593 0.095
O -0.980 6.344 0.410 0.135
C -3.833 5.624 0.766 0.035
C -3.282 8.186 0.703 -0.017
C -1.347 4.368 2.812 0.037
H 0.736 5.866 3.857 0.114
H 0.617 7.221 2.827 0.110
H 1.070 5.534 2.258 0.108
H -1.446 5.986 4.861 0.132
H -1.347 7.593 4.048 0.130
H -3.734 7.008 4.902 0.125
H -3.653 5.568 3.992 0.106
H -3.788 8.304 2.964 0.123
H -4.904 7.027 2.627 0.143
H -4.153 5.017 1.613 0.070
H -4.749 5.937 0.265 0.102
H -3.132 5.130 0.094 0.084
H -2.763 9.021 1.172 0.096
H -2.835 8.058 -0.283 0.083
H -4.321 8.419 0.470 0.106
H -0.905 3.987 3.733 0.109
H -0.826 3.747 2.083 0.074
H -2.381 4.070 2.640 0.076
H -0.145 6.818 0.398 0.149
C 3.185 -2.709 6.786 -0.028
C 2.449 -2.405 5.496 -0.488
C 2.680 -0.915 5.066 -0.127
C 4.115 -0.655 4.555 -0.158
C 4.468 -1.551 3.289 -0.134
C 4.240 -3.059 3.615 -0.479
N 2.900 -3.238 4.327 -0.129
O 2.434 -4.503 4.378 -0.010
C 4.167 -3.658 2.190 -0.050
C 5.452 -3.618 4.302 -0.037
C 0.959 -2.633 5.722 -0.051
H 4.214 -2.366 6.679 0.068
H 3.305 -3.792 6.800 0.087
H 2.745 -2.399 7.734 0.091
H 1.948 -0.535 4.353 0.097
H 2.503 -0.245 5.908 0.112
H 4.917 -0.703 5.291 0.099
H 4.149 0.356 4.149 0.093
H 5.520 -1.402 3.046 0.111
H 3.877 -1.172 2.456 0.097
H 5.028 -3.320 1.613 0.080
H 4.200 -4.748 2.187 0.085
H 3.290 -3.291 1.658 0.073
H 5.910 -2.981 5.058 0.080
H 5.173 -4.528 4.832 0.090
H 6.148 -3.868 3.501 0.085
H 0.322 -2.604 4.838 0.072
H 0.351 -1.814 6.105 0.079
H 0.757 -3.528 6.309 0.087
H 1.838 -4.577 3.629 0.107
C -6.449 2.341 1.177 -0.165
O -7.628 1.820 0.587 -0.095
H -5.555 2.063 0.617 0.062
H -6.306 3.419 1.092 0.059
H -6.330 2.154 2.244 0.085
H -8.417 2.274 0.892 0.092
C -3.526 0.015 3.188 -0.171
O -4.840 0.070 3.724 -0.115
H -3.177 -0.888 2.688 0.066
H -3.330 0.766 2.423 0.050
H -2.858 0.144 4.040 0.075
H -5.463 -0.533 3.311 0.045
C -6.048 -3.392 -3.526 -0.234
O -7.268 -3.285 -4.065 -0.079
H -5.998 -2.979 -2.518 0.064
H -5.694 -4.423 -3.510 0.076
H -5.273 -2.971 -4.166 0.082
H -7.948 -3.645 -3.491 0.092
C 0.584 3.686 -4.409 -0.139
O 1.403 3.399 -3.273 -0.149
H 1.072 3.167 -5.234 0.085
H -0.444 3.332 -4.341 0.063
H 0.400 4.758 -4.476 0.079
H 1.459 2.442 -3.211 0.049
C -4.574 3.866 -2.932 -0.182
O -5.705 4.305 -3.611 -0.116
H -4.033 3.166 -3.570 0.080
H -3.883 4.658 -2.644 0.073
H -5.031 3.385 -2.067 0.066
H -6.241 3.536 -3.816 0.084
C -6.864 -2.245 0.799 -0.088
O -6.585 -0.944 1.507 -0.134
H -7.646 -2.142 0.047 0.076
H -5.978 -2.712 0.367 0.053
H -7.158 -3.167 1.300 0.074
H -6.704 -0.185 0.932 0.027
```

Computed properties:
net charge	+1
expectation value of S²	0.754
HOMO level (alpha / beta)	-9.21 / -9.21	eV
M	978.5	u
multiplicity	2

Record 3
A cluster of 2 separate species, C3H10OS in total in a non-equilibrium geometry. Source: the Open Molecules 2025 dataset; level of theory: ωB97M-V/def2-TZVPD.

Geometry as XYZ:
```
15
Properties=species:S:1:pos:R:3:nbo_charge:R:1
C 1.208 -1.595 2.315 -0.653
C 1.784 -0.433 1.634 -0.490
S 3.506 -0.125 2.270 -0.077
H 0.528 -1.378 3.218 0.225
H 1.913 -2.409 2.321 0.225
H 0.497 -1.865 1.523 0.215
H 1.767 -0.756 0.547 0.211
H 1.210 0.675 1.829 0.220
H 3.767 0.963 1.497 0.124
C -2.647 1.107 -2.545 -0.281
O -2.670 0.700 -3.975 -0.712
H -2.810 2.104 -2.247 0.178
H -3.439 0.707 -1.877 0.170
H -1.672 0.740 -2.087 0.176
H -2.941 1.568 -4.424 0.468
```

Computed properties:
net charge	0
HOMO level	-8.97	eV
M	94.2	u
SMILES string	CCS.CO
energy relative to the best compared isomer or geometry (same formula, charge and spin)	208.1	kJ/mol

Record 4
The ion C10H16N3O6 with charge -1 in a non-equilibrium geometry. Source: the Open Molecules 2025 dataset; level of theory: ωB97M-V/def2-TZVPD.

Geometry as XYZ:
```
35
Properties=species:S:1:pos:R:3:nbo_charge:R:1
C -1.230 -2.859 -2.934 -0.407
N -0.360 -2.057 -2.156 -0.642
C 0.778 -2.453 -1.581 0.667
O 1.246 -3.604 -1.689 -0.673
C 1.489 -1.484 -0.621 -0.114
C 2.048 -0.278 -1.401 -0.530
C 1.033 0.849 -1.549 0.761
O -0.118 0.575 -2.014 -0.821
O 1.298 1.930 -0.963 -0.745
N 0.560 -1.009 0.421 -0.608
C 0.932 -0.412 1.559 0.691
O 1.958 -0.754 2.132 -0.664
C 0.023 0.655 2.162 -0.168
C 0.868 1.810 2.769 -0.059
O 1.790 1.319 3.739 -0.755
N -0.875 1.157 1.078 -0.644
C -2.080 1.647 1.371 0.683
C -2.793 2.407 0.272 -0.698
O -2.619 1.509 2.481 -0.676
H -1.132 -3.963 -2.724 0.217
H -2.259 -2.587 -2.703 0.193
H -1.017 -2.682 -3.985 0.187
H -0.533 -1.051 -2.077 0.446
H 2.315 -1.990 -0.146 0.245
H 2.399 -0.551 -2.405 0.221
H 2.891 0.081 -0.811 0.228
H -0.328 -0.699 0.039 0.415
H -0.568 0.234 2.981 0.253
H 0.132 2.500 3.259 0.181
H 1.387 2.323 1.966 0.182
H 2.144 0.486 3.363 0.497
H -0.476 1.276 0.146 0.456
H -3.672 1.839 -0.020 0.223
H -3.049 3.367 0.636 0.226
H -2.180 2.467 -0.594 0.230
```

Computed properties:
net charge	-1
HOMO level	-5.92	eV
M	274.3	u
SMILES string	CNC(=O)[C@@H](CC(=O)[O-])NC(=O)[C@@H](CO)NC(C)=O
energy relative to the best compared isomer or geometry (same formula, charge and spin)	0.0	kJ/mol